Molecular formula: C25H14Cl45FO5P2
Method: DFT, ωB97M-V with the def2-TZVPD basis set

Maximum force   0.0453 Eh/bohr
Total energy   -22828.24778 Ha

XYZ file:
```
92
Properties=species:S:1:pos:R:3:forces:R:3
C -1.6258 -8.4725 1.7918 0.0 0.0 0.0
C -0.6940 -4.9015 5.2538 -0.2 -0.1 0.1
Cl -0.5549 8.9698 0.3774 -0.1 0.0 0.0
C -3.1803 0.3853 -1.3637 0.4 -0.1 -0.1
Cl 4.9059 3.2682 2.4196 -0.1 0.0 0.0
Cl -2.7897 2.7742 -7.0870 0.0 -0.1 0.0
H 0.7576 0.7160 0.7625 0.0 -0.1 0.2
C 3.3449 -4.1249 -2.9640 0.0 0.0 -0.2
Cl -2.2724 7.9367 2.4572 0.0 0.0 -0.1
C -1.5643 -1.4741 -1.2577 0.0 0.6 0.4
H -3.5065 2.4821 1.3314 0.1 -0.2 -0.4
C -3.3214 3.1868 -0.7615 0.5 0.8 0.7
C 6.1765 3.0472 6.5998 0.0 0.0 0.0
C -2.3111 0.9030 -2.5145 0.0 -0.9 0.3
Cl -1.2970 -4.9915 3.5954 -0.2 -0.4 0.8
C -1.1785 -2.9218 1.3963 0.4 -0.6 -1.2
Cl 7.4632 3.2125 7.8009 -0.1 0.0 0.0
C -4.2782 1.0758 -0.8636 -0.7 -0.6 0.0
Cl 3.0894 1.6991 4.0238 0.0 0.0 -0.1
Cl 7.4563 -5.8278 -7.1794 0.0 0.1 0.0
Cl 3.0905 -1.6922 3.0047 -0.1 -0.6 0.3
Cl -9.8955 2.0440 -2.2100 0.0 0.0 0.0
Cl -2.2946 -7.0458 0.9965 0.0 0.0 0.0
Cl 1.8527 -4.2761 3.3957 1.5 1.1 -1.4
C -2.8455 -0.8423 -0.7548 0.9 0.5 -0.8
Cl -1.7717 -5.8096 6.3246 0.0 0.0 0.0
Cl 2.5758 -3.3938 0.7422 -0.1 0.0 0.3
H -2.6121 4.7532 1.5426 0.3 -0.1 -0.3
Cl -1.4620 -8.1547 3.5237 0.0 -0.5 0.0
H -2.5051 3.1763 -1.5004 -0.4 -0.1 0.0
Cl -1.1938 0.5387 -6.1991 0.0 0.0 -0.1
C -3.5644 -1.4247 0.2617 0.4 -1.4 -0.2
H -1.4316 3.6265 2.1786 -0.2 -0.1 -0.3
C -8.3023 2.8123 -2.2707 0.0 0.0 0.0
Cl 2.1446 2.9857 1.6108 0.0 0.0 0.0
Cl 7.0039 6.0209 0.3024 0.0 0.0 0.0
Cl -2.5935 7.0287 -0.2647 0.0 0.1 -0.1
Cl 3.9408 0.7295 1.4436 0.3 0.6 -0.1
H -4.3837 -4.3581 0.5721 0.1 -0.3 0.0
F -5.6498 -1.4431 1.3988 -0.1 -0.1 0.1
C -5.1718 0.3370 0.0028 -0.3 2.2 -0.6
H -0.6805 -1.9818 1.1181 -0.3 -0.2 0.3
H -2.0082 1.9757 0.4184 -0.5 -0.2 0.4
O -2.7484 1.5820 -3.4050 0.1 0.1 0.0
Cl -2.2055 0.6052 -8.9032 0.0 0.0 0.1
Cl 7.5252 -4.0627 -4.8964 0.1 0.0 -0.1
Cl 7.9626 4.7388 2.7051 0.0 0.0 0.0
Cl -0.0347 -8.8398 1.1088 -0.1 0.0 0.0
Cl 6.2313 -3.2165 -7.3349 0.0 0.0 0.0
P 1.2375 -0.6792 -0.8928 0.5 -1.3 0.4
Cl 4.5064 -3.8652 -1.6560 0.3 -0.1 -0.4
Cl 4.6376 -4.1077 2.6364 -0.1 0.0 0.0
Cl 6.5580 1.7098 5.5076 0.0 0.1 0.0
P -3.0219 -2.8815 1.2763 -0.7 -0.1 1.7
C -0.4675 -0.4814 -1.6084 0.1 0.4 0.5
Cl -7.1214 1.7976 -1.4302 -1.1 0.4 -0.6
Cl 2.7461 -5.7865 -2.8931 0.0 0.1 0.0
Cl -8.3812 4.3956 -1.4844 0.0 -0.1 0.0
Cl 9.1082 -3.4595 -7.2358 -0.1 0.0 0.0
O 1.0293 -0.2146 0.6809 -0.4 0.7 -1.3
C -1.9326 3.9391 1.2503 -0.2 0.0 0.1
H -1.1460 4.3184 0.5789 -0.3 0.0 0.1
C -2.7339 2.7813 0.6116 0.7 0.4 -0.2
Cl 9.7665 6.3169 1.0934 -0.1 0.0 0.0
C -2.5518 1.0273 -7.2204 -0.1 0.0 0.1
O -1.4206 -2.6507 -1.4451 0.1 0.0 0.0
Cl 4.6426 2.7228 7.4190 0.1 0.0 0.0
Cl 2.3312 0.8249 -1.8482 -0.7 0.0 0.3
C -0.8446 0.5013 -2.4184 -0.4 0.6 -0.3
Cl -0.6376 -3.2096 5.7678 0.0 -0.1 0.0
C 3.0395 -3.3686 2.4462 -0.3 0.1 -0.2
H -0.8278 -3.6705 0.6583 0.0 0.3 0.2
H -3.6469 4.2337 -0.6793 -0.3 -0.4 -0.2
C 3.5247 2.1692 2.3735 0.2 -0.1 -0.1
H -6.1619 0.7553 0.2836 1.2 -0.3 0.2
Cl 4.1286 -3.8439 -4.5244 -0.1 0.0 0.1
Cl 8.8078 3.7729 0.1188 0.0 0.1 0.0
H -0.0972 1.0832 -2.9669 -0.4 0.2 0.3
Cl -2.7075 -9.8514 1.5439 0.0 0.0 0.0
O -4.4548 2.4123 -1.2071 0.4 -1.1 1.1
H -0.8348 -3.2949 2.3815 -0.5 1.0 -0.9
Cl 1.9926 -2.9975 -2.7676 0.2 -0.5 -0.3
C 8.3862 5.2128 1.0539 0.0 0.0 0.0
Cl -3.3413 9.7237 0.4554 0.0 -0.1 0.0
C -2.1906 8.4164 0.7561 0.0 0.0 0.0
Cl 0.9311 -5.5965 5.3294 -1.1 -1.2 1.6
C -4.8087 -0.8599 0.5505 0.7 0.3 -0.5
Cl -4.0163 0.1905 -6.6907 0.1 0.0 0.0
O -3.4349 -4.2602 0.4111 0.4 0.8 -0.2
Cl -7.8079 3.0137 -3.9558 0.0 0.0 0.1
C 7.5815 -4.1422 -6.6606 0.0 0.0 0.0
Cl 6.0422 4.5470 5.6703 0.0 0.0 0.1
```
Forces are in eV/Å.